Record 1
Below is a 2-piece molecular cluster, CH6P2S overall, with properties calculated with the ωB97M-V functional and the def2-TZVPD basis.

```
10
Properties=species:S:1:pos:R:3:lowdin_charge:R:1
C -0.5862 0.3008 0.7764 -1.027
P -1.0997 1.0114 2.3013 0.778
P 1.4495 -1.0272 -1.6941 0.592
S -0.4101 1.1082 -0.6388 0.558
H -0.4575 -0.8619 0.7090 0.009
H 0.2952 -1.4967 -0.9241 -0.169
H 0.0040 0.9308 2.9585 -0.150
H -0.9961 2.1912 1.7711 -0.155
H 1.1465 -1.8837 -2.8000 -0.165
H 0.6545 -0.2730 -2.4592 -0.272
```

Calculated values
frontier orbital gap = 7.81 eV
total charge = 0
highest occupied orbital energy = -8.554 eV
SMILES = PC=S.P
calculated total energy = -1122.45430 Eh
2S+1 = 1

Record 2
Below is one molecule with the formula C4H6O, with properties calculated with the ωB97M-V functional and the def2-TZVPD basis.

```
11
Properties=species:S:1:pos:R:3:lowdin_charge:R:1
C 0.7133 -0.3231 -1.8871 -0.104
O -0.2828 -0.6201 -0.9308 -0.154
C -0.4998 -0.0176 2.5035 0.008
C -0.5109 0.2316 1.2230 -0.062
C -0.5456 0.4163 -0.0724 -0.196
H 1.6252 0.0551 -1.4070 0.091
H 0.3626 0.4151 -2.6225 0.088
H 0.9377 -1.2617 -2.3976 0.089
H -1.3764 -0.4182 3.0080 0.059
H 0.3908 0.1476 3.1061 0.058
H -0.8141 1.3750 -0.5231 0.123
```

Calculated values
frontier orbital gap = 10.15 eV
total charge = 0
highest occupied orbital energy = -9.090 eV
SMILES = C=C=COC
calculated total energy = -231.15801 Eh
2S+1 = 1

Record 3
Below is one molecule with the formula C3H7NO2, with properties calculated with the ωB97M-V functional and the def2-TZVPD basis.

```
13
Properties=species:S:1:pos:R:3:lowdin_charge:R:1
O 0.8717 -0.8785 -1.2708 -0.077
C 0.4402 0.4663 -1.2673 -0.236
C -0.6608 0.7746 -0.2572 -0.162
O -0.2111 0.8801 1.1148 -0.057
C -0.0671 -0.2974 1.7836 -0.308
N -0.0848 -1.4879 1.3653 0.107
H 1.4445 -1.0183 -0.5046 0.085
H 1.2779 1.1592 -1.1111 0.127
H 0.0423 0.6494 -2.2730 0.126
H -1.1063 1.7453 -0.5014 0.129
H -1.4515 0.0162 -0.3226 0.129
H -0.1561 -0.4257 2.8487 0.115
H -0.3388 -1.5833 0.3958 0.023
```

Calculated values
frontier orbital gap = 10.76 eV
total charge = 0
highest occupied orbital energy = -9.879 eV
SMILES = [H]/N=C\OCCO
calculated total energy = -323.69367 Eh
2S+1 = 1

Record 4
Below is C44H39Br3CsIN4O2S2Sb as an isolated structure, with properties calculated with the ωB97M-V functional and the def2-TZVPD basis.

```
97
Properties=species:S:1:pos:R:3:lowdin_charge:R:1
Cs 0.9827 -1.3531 0.2332 0.728
C 1.4195 0.7149 3.9874 -0.126
C 2.7741 0.2688 3.5663 -0.637
N 3.1570 0.1267 2.3367 0.082
C 4.4535 -0.3251 2.2694 -0.346
C 5.0634 -0.5225 3.4680 -0.357
S 3.9822 -0.1339 4.7351 1.050
C 5.0637 -0.5683 0.9543 -0.350
C 6.3873 -0.4499 0.6597 -0.357
S 6.6514 -0.8813 -0.9749 1.046
C 4.9606 -1.1785 -1.1590 -0.651
N 4.2672 -0.9786 -0.0862 0.073
C 4.3773 -1.5991 -2.4627 -0.064
H 0.8007 0.8237 3.1034 0.038
H 1.4715 1.6608 4.5265 0.076
H 0.9422 -0.0420 4.6105 0.027
H 6.0500 -0.9055 3.6518 0.071
H 7.1823 -0.1265 1.3066 0.070
H 5.1025 -2.1418 -3.0671 0.079
H 4.0453 -0.7232 -3.0203 0.050
H 3.5058 -2.2276 -2.2845 0.062
C 3.5435 -4.0344 1.5887 -0.022
C 3.1289 -4.5463 0.2366 -0.326
C 3.5918 -5.7950 -0.2355 -0.020
C 3.1607 -6.2563 -1.4407 -0.039
C 2.2842 -5.4759 -2.2269 -0.201
C 1.8063 -5.8648 -3.5001 -0.645
Br 2.2199 -7.5823 -4.2113 0.709
C 1.0526 -5.0047 -4.2451 -0.200
C 0.7341 -3.7368 -3.7558 -0.601
Br -0.2004 -2.5527 -4.9059 0.760
C 1.0970 -3.2633 -2.4865 -0.502
O 0.7896 -2.1263 -2.0286 -0.491
C 1.9146 -4.2133 -1.7118 -0.155
N 2.3391 -3.7947 -0.4892 0.050
H 3.8472 -4.8577 2.2363 0.076
H 2.7271 -3.5019 2.0800 0.058
H 4.3854 -3.3447 1.4950 0.069
H 4.2728 -6.3767 0.3705 0.106
H 3.4907 -7.2157 -1.8159 0.069
H 0.7053 -5.2942 -5.2275 0.086
O 4.3424 4.5749 2.0784 0.070
C 3.3404 3.8574 1.5077 -0.309
C 2.0943 3.6966 2.1063 -0.002
C 1.1477 2.9453 1.4380 -0.136
N 1.3626 2.3576 0.2660 0.048
C 2.5434 2.5467 -0.2772 -0.732
Br 2.7777 1.7476 -1.9818 0.802
C 3.5812 3.2806 0.2700 -0.038
H 4.0472 4.9040 2.9347 0.108
H 1.8679 4.1436 3.0648 0.116
H 0.1603 2.8094 1.8619 0.107
H 4.5300 3.3963 -0.2291 0.115
I -0.6371 -2.3102 3.1468 -0.360
C -2.5434 1.2358 3.1005 -0.107
C -3.8657 0.7548 2.5770 -0.331
C -4.9165 0.5254 3.4561 -0.050
C -6.1388 0.0522 3.0052 -0.091
C -6.3221 -0.2062 1.6579 -0.093
C -5.2787 0.0178 0.7699 -0.124
C -4.0572 0.5082 1.2129 -0.338
Sb -2.3906 0.7350 -0.1166 1.552
C -2.2751 2.8674 -0.4391 -0.346
C -1.2360 3.1568 -1.3222 -0.174
C -0.9338 4.4557 -1.7024 -0.092
C -1.6704 5.5002 -1.1725 -0.095
C -2.6939 5.2292 -0.2784 -0.066
C -3.0139 3.9282 0.1026 -0.300
C -4.1347 3.7295 1.0847 -0.045
C -3.3802 0.0766 -1.9036 -0.334
C -2.9360 -1.1776 -2.3135 -0.137
C -3.4815 -1.8156 -3.4198 -0.110
C -4.4694 -1.1791 -4.1466 -0.087
C -4.9029 0.0808 -3.7613 -0.063
C -4.3775 0.7228 -2.6457 -0.305
C -4.9165 2.0694 -2.2600 -0.048
H -2.6382 1.6042 4.1220 0.083
H -2.1414 2.0512 2.4903 0.039
H -1.8188 0.4149 3.1022 -0.018
H -4.7680 0.7098 4.5131 0.107
H -6.9411 -0.1250 3.7094 0.096
H -7.2676 -0.5889 1.2961 0.096
H -5.4213 -0.2056 -0.2808 0.090
H -0.6350 2.3511 -1.7264 0.074
H -0.1239 4.6411 -2.3958 0.101
H -1.4510 6.5239 -1.4484 0.096
H -3.2687 6.0487 0.1379 0.102
H -4.6783 4.6630 1.2302 0.076
H -3.7635 3.4036 2.0579 0.070
H -4.8377 2.9676 0.7578 0.062
H -2.1329 -1.6723 -1.7789 0.079
H -3.1132 -2.7874 -3.7147 0.083
H -4.8972 -1.6531 -5.0201 0.098
H -5.6743 0.5817 -4.3364 0.102
H -5.7304 2.3588 -2.9239 0.075
H -4.1474 2.8417 -2.3021 0.075
H -5.3040 2.0535 -1.2418 0.061
```

Calculated values
frontier orbital gap = 6.15 eV
total charge = -1
highest occupied orbital energy = -4.555 eV
calculated total energy = -11146.27653 Eh
2S+1 = 1